(1)
The following is a DFT calculation (wB97M-V/def2-TZVPD) of C15H24Br2CoO2Sb as an isolated structure in a non-equilibrium geometry.

## Properties
- total charge = +1
- HOMO-LUMO gap (alpha / beta) (eV) = 6.33 / 7.40
- HOMO energy (alpha / beta) (eV) = -10.701 / -10.829
- multiplicity = 2

Element x y z (Å)
Co: -0.110 -0.186 -0.029
C: 3.638 0.236 2.188
C: 2.734 0.005 1.010
O: 1.523 -0.141 1.253
C: 3.298 -0.064 -0.318
C: 4.687 -0.057 -0.529
C: 5.233 -0.203 -1.781
C: 4.398 -0.337 -2.895
C: 3.040 -0.314 -2.743
C: 2.437 -0.180 -1.465
O: 1.158 -0.164 -1.412
H: 3.028 0.358 3.081
H: 4.245 1.126 2.042
H: 4.298 -0.618 2.327
H: 5.350 0.042 0.314
H: 6.303 -0.220 -1.913
H: 4.821 -0.459 -3.880
H: 2.373 -0.413 -3.585
Br: -2.416 0.048 -1.513
C: -2.622 1.751 -0.610
Br: -1.149 1.965 0.653
H: -3.559 1.748 -0.055
H: -2.578 2.555 -1.343
C: -3.475 -2.827 1.803
C: -2.455 -3.518 0.920
Sb: -0.516 -2.509 0.978
C: 0.691 -3.823 -0.288
C: 0.398 -5.301 -0.135
C: 0.107 -2.855 3.052
C: -0.128 -4.270 3.538
H: -4.413 -3.378 1.776
H: -3.671 -1.813 1.458
H: -3.141 -2.786 2.839
H: -2.780 -3.524 -0.119
H: -2.296 -4.545 1.241
H: 1.737 -3.602 -0.075
H: 0.483 -3.500 -1.310
H: 0.637 -5.655 0.863
H: 1.001 -5.865 -0.843
H: -0.647 -5.518 -0.339
H: -0.459 -2.146 3.657
H: 1.160 -2.585 3.119
H: -1.170 -4.560 3.436
H: 0.135 -4.341 4.591
H: 0.484 -4.983 2.995

***

(2)
The following is a DFT calculation (wB97M-V/def2-TZVPD) of an isolated ion of composition C20H13N4O and charge -1 in a non-equilibrium geometry.

## Properties
- total charge = -1
- HOMO-LUMO gap (eV) = 6.38
- HOMO energy (eV) = -3.724

Element x y z (Å)
C: -4.584 3.163 0.851
O: -4.074 1.851 1.126
C: -2.785 1.518 0.843
C: -2.331 0.258 1.312
C: -1.018 -0.123 1.147
C: -0.094 0.731 0.519
C: 1.420 0.445 0.622
C: 2.302 1.652 0.516
C: 3.694 1.553 0.308
N: 4.849 1.761 0.178
C: 1.923 2.916 1.015
N: 1.618 4.000 1.354
C: -0.573 1.895 -0.076
C: -1.888 2.327 0.108
H: -5.597 3.154 1.254
H: -3.991 3.928 1.365
H: -4.623 3.356 -0.228
H: -3.054 -0.366 1.841
H: -0.664 -1.070 1.565
H: 1.630 0.028 1.627
H: 0.105 2.524 -0.661
H: -2.193 3.305 -0.283
C: 1.881 -0.503 -0.479
C: 1.757 0.278 -1.713
N: 1.584 0.819 -2.736
C: 1.176 -1.885 -0.667
C: 1.695 -2.991 0.017
C: 1.258 -4.283 -0.281
C: 0.237 -4.479 -1.216
C: -0.285 -3.374 -1.902
C: 0.187 -2.072 -1.637
C: 3.297 -0.803 -0.302
N: 4.343 -1.290 -0.111
H: 2.456 -2.859 0.791
H: 1.739 -5.126 0.215
H: -0.110 -5.497 -1.441
H: -1.049 -3.521 -2.666
H: -0.240 -1.220 -2.176

***

(3)
The following is a DFT calculation (wB97M-V/def2-TZVPD) of C20H32EuN4O9 as an isolated structure in a non-equilibrium geometry.

## Properties
- total charge = -2
- ΔE to the lowest compared entry with this formula, charge and spin (eV) = 0.000
- HOMO-LUMO gap (alpha / beta) (eV) = 3.67 / 7.48
- HOMO energy (alpha / beta) (eV) = 0.815 / -3.003
- multiplicity = 8

Element x y z (Å)
Eu: -0.271 -0.627 -0.347
O: -2.735 3.173 -0.534
C: -2.162 2.143 -0.053
O: -1.972 1.045 -0.730
C: -1.804 2.102 1.454
N: -0.330 1.993 1.681
C: 0.477 3.155 1.227
C: 0.647 3.235 -0.251
N: 1.359 2.053 -0.868
C: 2.730 1.785 -0.382
C: 3.107 0.306 -0.528
N: 2.381 -0.644 0.378
C: 2.551 -0.424 1.848
C: 1.579 -1.228 2.692
N: 0.148 -0.822 2.648
C: -0.288 0.272 3.569
C: -0.037 1.695 3.089
C: -0.750 -1.991 2.938
C: -2.070 -1.948 2.121
O: -3.038 -2.586 2.555
O: -2.064 -1.206 1.087
C: 2.863 -2.024 0.041
C: 1.794 -3.180 0.012
O: 2.098 -4.333 0.355
O: 0.652 -2.754 -0.266
C: 1.330 2.197 -2.331
C: 0.775 0.977 -3.092
O: 0.410 1.183 -4.277
O: 0.724 -0.139 -2.470
H: -2.262 1.253 1.969
H: -2.174 3.092 1.858
H: 1.394 3.247 1.794
H: -0.143 4.040 1.557
H: 1.201 4.159 -0.452
H: -0.388 3.306 -0.745
H: 2.921 2.058 0.652
H: 3.375 2.400 -1.056
H: 4.213 0.235 -0.295
H: 2.907 0.049 -1.574
H: 2.382 0.683 2.072
H: 3.581 -0.672 2.154
H: 1.968 -1.213 3.749
H: 1.618 -2.291 2.382
H: 0.290 0.140 4.545
H: -1.383 0.168 3.707
H: 1.000 2.024 3.298
H: -0.731 2.300 3.758
H: -0.881 -2.114 4.010
H: -0.228 -2.942 2.603
H: 3.609 -2.292 0.723
H: 3.272 -2.001 -1.002
H: 2.334 2.366 -2.762
H: 0.756 3.070 -2.602
C: -3.626 -1.164 -3.475
C: -3.419 -2.628 -3.611
C: -2.336 -2.991 -2.587
O: -1.752 -1.707 -2.192
C: -2.185 -0.706 -3.239
H: -4.170 -0.854 -2.533
H: -4.087 -0.682 -4.370
H: -2.856 -2.839 -4.548
H: -4.352 -3.211 -3.574
H: -1.599 -3.594 -3.118
H: -2.785 -3.482 -1.685
H: -1.573 -0.900 -4.128
H: -1.992 0.287 -2.851

***

(4)
The following is a DFT calculation (wB97M-V/def2-TZVPD) of C35H33N7O2STa as an isolated structure in a non-equilibrium geometry.

## Properties
- total charge = +3
- ΔE to the lowest compared entry with this formula, charge and spin (eV) = 0.122
- HOMO-LUMO gap (eV) = 6.22
- HOMO energy (eV) = -15.960

Element x y z (Å)
Ta: 0.258 -0.355 1.073
C: 0.251 -0.661 4.272
C: 1.325 0.367 4.058
N: 1.098 1.044 2.741
C: 2.361 1.716 2.335
C: 3.219 0.701 1.643
C: 4.589 0.824 1.553
C: 5.309 -0.189 0.935
C: 4.637 -1.299 0.448
C: 3.261 -1.352 0.557
C: 2.456 -2.487 0.016
N: 1.110 -2.501 0.637
C: 1.026 -3.420 1.819
C: 1.217 -2.640 3.097
N: 0.217 -1.544 3.081
N: 2.558 -0.358 1.131
H: -0.728 -0.187 4.362
H: 0.431 -1.234 5.184
H: 2.310 -0.101 4.017
H: 1.341 1.108 4.858
H: 0.402 1.776 2.889
H: 2.869 2.114 3.215
H: 2.136 2.560 1.686
H: 5.089 1.685 1.977
H: 6.387 -0.125 0.857
H: 5.174 -2.121 -0.006
H: 2.963 -3.440 0.165
H: 2.331 -2.335 -1.055
H: 0.462 -2.863 -0.058
H: 1.767 -4.215 1.738
H: 0.040 -3.881 1.808
H: 2.217 -2.211 3.167
H: 1.064 -3.286 3.963
H: -0.698 -1.995 3.086
O: -1.331 -1.871 0.929
S: -2.559 -1.040 1.254
O: -3.224 -1.398 2.458
N: -1.684 0.319 1.355
C: -2.093 1.663 1.302
C: -3.284 2.214 1.686
C: -3.502 3.594 1.470
C: -2.562 4.377 0.860
C: -1.328 3.817 0.439
C: -0.331 4.512 -0.274
C: 0.789 3.840 -0.704
C: 0.946 2.490 -0.389
N: 0.056 1.809 0.330
C: -1.096 2.456 0.699
C: -3.624 -0.987 -0.096
C: -3.111 -0.693 -1.362
C: -3.990 -0.672 -2.425
C: -5.344 -0.936 -2.218
C: -5.833 -1.224 -0.951
C: -4.972 -1.252 0.134
H: -4.053 1.605 2.146
H: -4.442 4.028 1.785
H: -2.755 5.427 0.681
H: -0.465 5.562 -0.503
H: 1.552 4.341 -1.284
H: 1.813 1.936 -0.728
H: -2.055 -0.500 -1.507
H: -3.629 -0.457 -3.422
H: -6.023 -0.921 -3.060
H: -6.884 -1.433 -0.807
H: -5.327 -1.485 1.128
N: 0.740 -0.734 -8.979
C: 0.734 -0.692 -7.832
C: 0.724 -0.639 -6.396
C: 1.273 -1.691 -5.661
C: 1.258 -1.641 -4.282
C: 0.700 -0.538 -3.627
C: 0.154 0.515 -4.371
C: 0.163 0.463 -5.750
C: 0.673 -0.476 -2.203
C: 0.624 -0.426 -0.983
H: 1.702 -2.537 -6.179
H: 1.678 -2.459 -3.713
H: -0.274 1.370 -3.863
H: -0.256 1.269 -6.337

***

(5)
The following is a DFT calculation (wB97M-V/def2-TZVPD) of one molecule with the formula CHF2NO2S in a non-equilibrium geometry.

## Properties
- total charge = 0
- ΔE to the lowest compared entry with this formula, charge and spin (eV) = 3.629
- HOMO-LUMO gap (alpha / beta) (eV) = 7.62 / 6.18
- HOMO energy (alpha / beta) (eV) = -7.573 / -11.700
- multiplicity = 3

Element x y z (Å)
C: 0.062 1.094 0.796
N: -0.970 -0.368 -1.214
O: -0.905 1.624 1.178
O: 0.079 -1.607 0.812
F: 1.295 1.489 1.022
F: 1.715 -0.501 -0.816
S: 0.035 -0.533 -0.119
H: -1.311 -1.198 -1.659

***

(6)
The following is a DFT calculation (wB97M-V/def2-TZVPD) of one molecule with the formula C5H14N2O in a non-equilibrium geometry.

## Properties
- total charge = 0
- ΔE to the lowest compared entry with this formula, charge and spin (eV) = 2.594
- HOMO-LUMO gap (eV) = 9.26
- HOMO energy (eV) = -8.448
- SMILES = CNC[C@H](CO)NC

Element x y z (Å)
C: 2.355 -1.996 0.481
N: 1.689 -0.718 0.619
C: 0.225 -0.835 0.732
C: -0.462 0.484 0.423
C: -1.949 0.349 0.850
O: -2.775 0.900 -0.177
N: -0.263 0.666 -1.016
C: 0.111 1.994 -1.517
H: 1.965 -2.790 1.107
H: 3.418 -1.849 0.695
H: 2.402 -2.352 -0.560
H: 1.764 -0.194 -0.246
H: 0.011 -1.309 1.703
H: -0.133 -1.606 0.030
H: -0.021 1.326 0.953
H: -2.204 -0.701 1.000
H: -2.164 0.908 1.761
H: -3.674 0.572 -0.229
H: -1.089 0.353 -1.516
H: -0.757 2.611 -1.726
H: 0.636 1.796 -2.465
H: 0.915 2.392 -0.902

***

(7)
The following is a DFT calculation (wB97M-V/def2-TZVPD) of C34H38Cl2F3N6SSbTi as an isolated structure in a non-equilibrium geometry.

## Properties
- total charge = +1
- HOMO-LUMO gap (alpha / beta) (eV) = 5.26 / 5.29
- HOMO energy (alpha / beta) (eV) = -9.265 / -9.268
- multiplicity = 2

Element x y z (Å)
Ti: -13.471 -7.647 -7.496
C: -15.142 -6.371 -3.965
C: -15.306 -4.983 -4.203
C: -15.269 -4.526 -5.514
C: -15.232 -5.461 -6.571
N: -15.002 -6.849 -6.344
C: -15.184 -7.259 -5.044
N: -15.651 -5.074 -7.798
C: -15.562 -5.869 -8.846
N: -14.473 -6.730 -9.069
C: -14.517 -7.172 -10.404
N: -13.644 -7.902 -11.028
C: -12.443 -8.292 -10.535
C: -11.524 -8.822 -11.445
C: -10.272 -9.199 -11.046
C: -9.933 -9.110 -9.683
C: -10.876 -8.596 -8.825
N: -12.140 -8.233 -9.197
C: -15.701 -6.584 -11.037
C: -16.206 -6.637 -12.342
C: -17.504 -6.177 -12.639
C: -18.283 -5.633 -11.597
C: -17.685 -5.458 -10.357
C: -16.368 -5.834 -10.088
H: -15.019 -6.834 -3.012
H: -15.507 -4.294 -3.352
H: -15.422 -3.426 -5.729
H: -15.393 -8.339 -4.957
H: -11.708 -8.662 -12.531
H: -9.699 -9.658 -11.842
H: -8.959 -9.366 -9.328
H: -10.678 -8.516 -7.768
H: -15.577 -7.063 -13.148
H: -17.901 -6.070 -13.682
H: -19.296 -5.278 -11.807
H: -18.250 -4.983 -9.500
F: -9.340 -9.677 -3.376
C: -10.666 -9.568 -3.817
F: -11.008 -10.758 -4.420
F: -11.447 -9.463 -2.661
C: -10.781 -8.347 -4.677
C: -9.779 -7.329 -4.666
C: -9.982 -6.132 -5.431
C: -11.102 -5.959 -6.186
N: -12.021 -7.037 -6.284
C: -11.868 -8.210 -5.608
S: -13.060 -9.491 -5.979
H: -8.897 -7.492 -4.049
H: -9.216 -5.376 -5.350
H: -11.460 -5.086 -6.673
Cl: -19.488 -8.506 -7.418
C: -20.051 -7.547 -5.977
Cl: -19.166 -7.725 -4.459
H: -21.059 -7.909 -5.848
H: -20.072 -6.511 -6.293
C: -16.967 -11.953 -6.088
C: -17.028 -12.634 -7.443
C: -16.882 -14.165 -7.305
Sb: -15.505 -11.659 -8.715
C: -16.844 -11.552 -10.556
C: -17.516 -12.911 -10.827
C: -15.920 -11.127 -11.691
C: -13.549 -12.876 -8.789
C: -13.701 -13.916 -9.870
C: -13.110 -13.359 -7.428
H: -17.522 -12.533 -5.343
H: -17.347 -10.916 -6.141
H: -15.942 -11.817 -5.748
H: -17.963 -12.319 -7.965
H: -16.036 -14.461 -6.630
H: -16.808 -14.714 -8.255
H: -17.789 -14.500 -6.800
H: -17.573 -10.750 -10.277
H: -16.762 -13.669 -10.805
H: -17.983 -12.883 -11.830
H: -18.262 -13.102 -10.039
H: -16.366 -11.502 -12.593
H: -14.900 -11.478 -11.615
H: -15.770 -10.034 -11.691
H: -12.905 -12.000 -9.108
H: -14.221 -14.817 -9.553
H: -12.735 -14.173 -10.297
H: -14.308 -13.496 -10.724
H: -13.867 -13.740 -6.751
H: -12.730 -12.484 -6.856
H: -12.269 -14.080 -7.498

***

(8)
The following is a DFT calculation (wB97M-V/def2-TZVPD) of an isolated ion of composition C10H17O3Si and charge -1 in a non-equilibrium geometry.

## Properties
- total charge = -1
- ΔE to the lowest compared entry with this formula, charge and spin (eV) = 3.024
- HOMO-LUMO gap (eV) = 6.63
- HOMO energy (eV) = -3.361

Element x y z (Å)
C: 1.901 -2.371 -0.966
C: 0.690 -1.979 -0.630
C: -0.496 -2.272 0.059
C: 0.737 1.224 -2.178
C: -0.757 1.481 -2.551
C: 0.870 0.884 -0.674
C: -1.732 0.554 -1.843
C: -0.222 0.246 0.079
C: -1.785 0.693 2.522
C: 1.453 0.170 2.516
O: -1.526 -2.696 -0.472
O: -0.499 -2.001 1.428
O: -1.430 0.318 -0.461
Si: -0.312 -0.607 2.212
H: 2.496 -1.722 -1.502
H: 2.427 -3.347 -0.794
H: 1.044 0.403 -2.875
H: 1.390 2.051 -2.298
H: -0.882 2.477 -2.315
H: -1.015 1.486 -3.536
H: 1.726 0.340 -0.330
H: 1.139 1.914 -0.241
H: -2.692 0.915 -1.806
H: -1.798 -0.549 -2.272
H: -2.673 0.121 2.466
H: -1.546 1.250 3.385
H: -1.770 1.447 1.783
H: 1.515 1.171 2.445
H: 1.867 -0.060 3.434
H: 2.315 -0.250 1.894
H: -0.435 -1.291 3.521

***

(9)
The following is a DFT calculation (wB97M-V/def2-TZVPD) of a 2-piece molecular cluster, C16H17N overall in a non-equilibrium geometry.

## Properties
- total charge = 0
- ΔE to the lowest compared entry with this formula, charge and spin (eV) = 2.375
- HOMO-LUMO gap (eV) = 8.28
- HOMO energy (eV) = -7.460
- SMILES = Cc1c[nH]c2ccccc12.Cc1ccccc1

Element x y z (Å)
C: 3.363 -0.193 -4.088
C: 2.190 0.222 -3.116
C: 1.769 1.515 -2.640
N: 0.867 1.294 -1.630
C: 0.661 -0.093 -1.374
C: -0.172 -0.703 -0.433
C: -0.270 -2.142 -0.694
C: 0.458 -2.830 -1.691
C: 1.285 -2.209 -2.519
C: 1.432 -0.782 -2.336
H: 3.030 -0.234 -5.157
H: 3.924 -1.032 -3.727
H: 4.125 0.631 -4.101
H: 1.885 2.482 -3.055
H: 0.611 1.967 -0.972
H: -0.822 -0.196 0.383
H: -0.843 -2.884 -0.023
H: 0.448 -3.914 -1.583
H: 1.791 -2.798 -3.298
C: -4.086 0.531 3.053
C: -2.614 0.714 3.169
C: -1.719 -0.407 3.073
C: -0.350 -0.266 2.871
C: 0.179 1.072 2.563
C: -0.619 2.115 2.809
C: -2.055 1.912 3.018
H: -4.663 1.326 3.478
H: -4.227 -0.444 3.620
H: -4.417 0.492 1.954
H: -2.231 -1.403 3.213
H: 0.366 -1.036 2.826
H: 1.221 1.201 2.314
H: -0.300 3.132 2.570
H: -2.689 2.908 2.976

***

(10)
The following is a DFT calculation (wB97M-V/def2-TZVPD) of C18H29Cl3GeO4V as an isolated structure in a non-equilibrium geometry.

## Properties
- total charge = +2
- HOMO-LUMO gap (alpha / beta) (eV) = 6.43 / 6.61
- HOMO energy (alpha / beta) (eV) = -14.499 / -14.504
- multiplicity = 2

Element x y z (Å)
V: 0.109 0.003 0.120
C: 2.140 -3.344 0.082
C: 0.815 -2.942 -0.536
C: 0.918 -2.673 -2.026
C: -0.297 -3.913 -0.192
O: 0.426 -1.655 0.111
Ge: -1.748 -0.561 2.200
O: -1.818 -0.193 0.399
C: -3.030 -0.123 -0.515
C: -4.145 -0.854 0.207
C: -2.631 -0.799 -1.808
C: -3.319 1.351 -0.697
O: -0.097 0.396 1.992
C: 0.550 1.166 3.149
C: -0.113 2.529 3.125
C: 0.242 0.380 4.407
C: 2.032 1.238 2.880
H: 2.451 -4.296 -0.347
H: 2.050 -3.472 1.161
H: 2.919 -2.613 -0.133
H: 1.181 -3.597 -2.541
H: 1.695 -1.939 -2.243
H: -0.035 -2.326 -2.428
H: -0.072 -4.881 -0.639
H: -1.255 -3.576 -0.590
H: -0.379 -4.053 0.886
H: -3.884 -1.896 0.405
H: -5.039 -0.855 -0.416
H: -4.416 -0.355 1.142
H: -2.393 -1.852 -1.651
H: -1.781 -0.291 -2.267
H: -3.462 -0.743 -2.510
H: -3.530 1.833 0.260
H: -4.203 1.460 -1.327
H: -2.488 1.862 -1.183
H: -1.188 2.455 3.303
H: 0.057 3.035 2.175
H: 0.310 3.147 3.918
H: -0.827 0.365 4.640
H: 0.731 0.863 5.253
H: 0.620 -0.642 4.346
H: 2.251 1.825 1.988
H: 2.475 0.246 2.793
H: 2.505 1.741 3.724
Cl: 4.482 3.625 -4.200
C: 3.202 2.937 -3.291
C: 3.499 2.007 -2.299
C: 2.436 1.488 -1.598
Cl: 2.644 0.279 -0.338
C: 1.115 1.852 -1.831
O: 0.139 1.291 -1.076
C: 0.845 2.775 -2.833
Cl: -0.781 3.228 -3.153
C: 1.891 3.317 -3.561
H: 4.518 1.711 -2.097
H: 1.686 4.038 -4.340

***

| no. | total energy (eV) |
| --- | --- |
| 1 | -204281.487 |
| 2 | -28957.742 |
| 3 | -64980.338 |
| 4 | -63721.234 |
| 5 | -22900.777 |
| 6 | -10438.434 |
| 7 | -118495.141 |
| 8 | -24662.506 |
| 9 | -18355.967 |
| 10 | -147085.256 |